This record from the Open Molecules 2025 dataset describes a 3-piece molecular cluster, H6O2S2 overall. The level of theory is ωB97M-V/def2-TZVPD.

```
10
Properties=species:S:1:pos:R:3:nbo_charge:R:1
S 0.84 -2.13 0.13 -0.153
S 1.80 -1.35 1.99 -0.123
H -0.45 -1.95 0.45 0.137
H 2.61 -0.55 1.30 0.142
O -2.31 0.57 -1.23 -0.913
H -1.70 -0.04 -1.64 0.454
H -1.70 1.32 -1.37 0.461
O 0.58 1.64 -0.01 -0.947
H 0.07 0.99 -0.55 0.461
H 0.28 1.51 0.93 0.481
```

Results
Orbital gap = 8.911 eV
HOMO energy = -9.475 eV
Calculated total energy = -950.41620 Ha
Energy relative to the best compared isomer or geometry (same formula, charge and spin) = 0.644 eV
SMILES = SS.O.O


This record from the Open Molecules 2025 dataset describes a 10-piece molecular cluster, C26H62N10O10 overall. The level of theory is ωB97M-V/def2-TZVPD.

```
108
Properties=species:S:1:pos:R:3:mulliken_charge:R:1
C 5.14 1.09 3.47 -0.911
N 4.21 1.60 2.51 -0.011
C 4.23 1.30 1.18 0.520
C 3.00 1.82 0.45 -0.560
O 5.10 0.63 0.63 -0.725
H 5.10 1.85 4.30 0.313
H 6.12 0.87 2.99 0.357
H 4.77 0.14 3.96 0.193
H 3.26 1.80 2.81 0.275
H 2.83 2.87 0.48 0.595
H 2.10 1.52 1.02 -0.313
H 2.90 1.47 -0.55 0.427
C 0.82 4.32 2.27 -0.718
N 0.60 4.21 0.83 -0.060
C -0.19 3.19 0.31 0.488
C -0.38 3.25 -1.21 -1.236
O -0.77 2.41 1.06 -0.079
H 1.87 4.18 2.49 0.276
H 0.06 3.76 2.82 0.110
H 0.67 5.34 2.59 0.462
H 0.96 4.87 0.10 0.264
H 0.24 2.49 -1.67 0.114
H -0.09 4.26 -1.58 0.497
H -1.39 3.20 -1.60 0.074
C 2.69 -3.16 2.96 -0.571
N 3.75 -3.00 2.00 -0.157
C 3.69 -2.99 0.63 0.748
C 4.84 -2.40 -0.03 -1.162
O 2.66 -3.28 0.09 -0.788
H 2.89 -3.92 3.66 0.434
H 1.76 -3.47 2.41 0.185
H 2.52 -2.22 3.48 0.092
H 4.63 -2.79 2.43 0.227
H 4.74 -1.32 -0.17 0.155
H 4.78 -2.83 -1.03 0.265
H 5.81 -2.59 0.40 0.459
C -5.85 1.98 -2.36 -0.941
N -5.12 1.25 -1.35 -0.269
C -3.80 1.05 -1.52 0.442
C -3.19 0.37 -0.33 0.525
O -3.18 1.44 -2.53 -0.730
H -6.31 1.44 -3.16 0.312
H -5.12 2.71 -2.82 0.288
H -6.61 2.56 -1.87 0.352
H -5.68 0.63 -0.77 0.296
H -2.39 1.03 0.11 -0.973
H -2.80 -0.64 -0.47 -0.159
H -3.94 0.21 0.43 0.814
C 0.38 -0.67 -2.24 0.421
N -0.72 -0.06 -3.06 1.129
C -0.63 -0.13 -4.39 0.655
C -1.67 0.59 -5.24 -1.193
O 0.37 -0.66 -4.95 -0.692
H 1.28 -0.74 -2.89 0.262
H 0.19 -1.67 -1.90 -0.236
H 0.52 0.03 -1.33 -0.532
H -1.53 0.32 -2.58 -0.533
H -2.64 0.58 -4.77 0.237
H -1.65 0.09 -6.23 0.332
H -1.25 1.66 -5.34 0.260
C 2.76 -2.88 -3.92 -1.089
N 1.76 -3.34 -3.00 0.312
C 0.53 -3.85 -3.25 0.606
C 0.09 -3.81 -4.70 -1.325
O -0.20 -4.26 -2.36 -0.689
H 3.55 -2.40 -3.40 0.267
H 2.28 -2.23 -4.63 0.425
H 3.28 -3.77 -4.38 0.307
H 1.99 -3.35 -2.00 0.182
H -0.08 -2.82 -5.00 0.200
H -0.81 -4.43 -4.78 0.341
H 0.91 -4.29 -5.26 0.521
C -3.51 3.50 2.12 -0.868
C -2.81 2.72 3.22 0.769
N -2.94 1.36 3.24 -0.361
O -2.14 3.36 4.06 -0.731
H -4.04 2.95 1.31 0.180
H -2.78 4.13 1.59 0.127
H -4.17 4.16 2.63 0.455
H -2.41 0.73 3.81 0.344
H -3.17 0.91 2.35 0.105
C -3.27 -2.61 -3.20 -0.367
C -3.90 -3.07 -1.90 0.545
N -3.16 -4.00 -1.26 -0.381
O -4.88 -2.56 -1.42 -0.656
H -3.65 -3.35 -3.84 0.577
H -2.20 -2.88 -3.17 -0.224
H -3.51 -1.60 -3.56 -0.006
H -2.26 -4.25 -1.65 0.292
H -3.35 -4.06 -0.25 0.266
C 1.07 2.79 5.99 -1.302
C 1.13 1.92 4.76 0.711
N -0.02 1.50 4.23 0.019
O 2.16 1.47 4.26 -0.632
H 1.90 2.45 6.67 0.352
H 0.12 2.56 6.52 0.379
H 1.15 3.89 5.87 0.240
H 0.05 1.33 3.20 -0.343
H -0.85 2.06 4.43 0.345
C 0.49 -0.84 1.72 0.877
C -0.50 -1.83 1.30 0.105
N -0.06 -3.01 0.74 0.088
O -1.68 -1.65 1.50 -0.710
H 1.44 -0.91 1.13 -0.079
H 0.72 -0.82 2.77 0.760
H 0.14 0.14 1.46 -1.309
H 0.94 -3.12 0.65 -0.166
H -0.69 -3.75 0.48 0.233
```

Results
Orbital gap = 9.635 eV
HOMO energy = -9.165 eV
Calculated total energy = -2328.02943 Ha
Energy relative to the best compared isomer or geometry (same formula, charge and spin) = 0.000 eV
SMILES = CNC(C)=O.CNC(C)=O.CNC(C)=O.CNC(C)=O.CNC(C)=O.CNC(C)=O.CC(N)=O.CC(N)=O.CC(N)=O.CC(N)=O


This record from the Open Molecules 2025 dataset describes one molecule with the formula C6H13N. The level of theory is ωB97M-V/def2-TZVPD.

```
20
Properties=species:S:1:pos:R:3:nbo_charge:R:1
C -0.04 -2.82 -0.95 -0.620
C -0.71 -1.52 -0.46 -0.397
C 0.31 -0.36 -0.74 -0.404
C 0.05 0.77 0.30 -0.050
C 0.83 0.75 1.57 -0.671
C -0.56 1.89 -0.13 -0.023
N -0.18 3.23 0.25 -0.827
H 0.66 -3.18 -0.19 0.199
H 0.56 -2.64 -1.84 0.203
H -0.61 -3.74 -1.09 0.210
H -1.66 -1.43 -1.00 0.202
H -0.89 -1.49 0.60 0.203
H 0.27 0.12 -1.71 0.217
H 1.28 -0.77 -0.47 0.208
H 1.51 1.56 1.84 0.230
H 0.28 0.69 2.52 0.217
H 1.37 -0.21 1.60 0.208
H -1.24 1.90 -0.98 0.172
H -0.55 3.34 1.19 0.361
H -0.66 3.92 -0.31 0.362
```

Results
Orbital gap = 8.925 eV
HOMO energy = -7.918 eV
Calculated total energy = -291.10421 Ha
Energy relative to the best compared isomer or geometry (same formula, charge and spin) = 1.484 eV
SMILES = CCC/C(C)=C/N


This record from the Open Molecules 2025 dataset describes one molecule with the formula C4H5NO. The level of theory is ωB97M-V/def2-TZVPD.

```
11
Properties=species:S:1:pos:R:3:nbo_charge:R:1
C 2.02 0.42 -0.22 -0.489
C 0.71 0.26 -0.28 0.390
N -0.27 1.24 0.06 -0.402
C -1.34 0.59 0.27 0.095
C -1.15 -0.90 0.08 -0.145
O 0.10 -0.94 -0.56 -0.487
H 2.44 1.39 0.04 0.221
H 2.67 -0.43 -0.39 0.217
H -2.26 1.07 0.60 0.200
H -1.08 -1.38 1.07 0.193
H -1.91 -1.41 -0.52 0.207
```

Results
Orbital gap = 9.629 eV
HOMO energy = -8.776 eV
Calculated total energy = -285.36795 Ha
Energy relative to the best compared isomer or geometry (same formula, charge and spin) = 1.269 eV
SMILES = C=C1N=CCO1


This record from the Open Molecules 2025 dataset describes a 2-piece molecular cluster, C12H19NO2 overall. The level of theory is ωB97M-V/def2-TZVPD.

```
34
Properties=species:S:1:pos:R:3:nbo_charge:R:1
C 1.96 1.24 0.38 -0.619
C 1.53 2.01 -0.88 -0.227
N 0.15 2.42 -0.38 -0.548
C 0.33 3.46 0.67 -0.410
C -0.72 2.35 -1.55 0.732
C -1.67 1.19 -1.43 -0.749
O -0.46 2.92 -2.56 -0.537
H 2.49 0.24 0.14 0.209
H 1.15 1.07 1.07 0.220
H 2.53 1.84 0.96 0.189
H 2.38 2.84 -0.92 0.175
H 1.55 1.45 -1.82 0.218
H 1.20 3.19 1.24 0.202
H 0.74 4.34 0.06 0.197
H -0.48 3.41 1.32 0.212
H -2.55 1.13 -0.80 0.247
H -1.85 0.83 -2.44 0.227
H -1.21 0.33 -0.95 0.257
C -2.92 -1.19 0.77 -0.640
C -1.52 -1.68 0.56 -0.077
C -0.84 -2.27 -0.56 -0.180
C 0.47 -2.71 -0.44 -0.313
C 1.08 -2.55 0.77 0.319
O 2.34 -3.03 0.96 -0.700
C 0.60 -1.96 1.93 -0.262
C -0.72 -1.55 1.75 -0.159
H -3.40 -1.83 1.54 0.225
H -3.59 -1.21 -0.07 0.218
H -3.04 -0.20 1.21 0.219
H -1.49 -2.53 -1.38 0.214
H 0.95 -3.21 -1.28 0.223
H 2.89 -3.27 0.21 0.483
H 1.18 -1.72 2.79 0.237
H -1.10 -0.90 2.54 0.196
```

Results
Orbital gap = 9.042 eV
HOMO energy = -8.326 eV
Calculated total energy = -673.75722 Ha
Energy relative to the best compared isomer or geometry (same formula, charge and spin) = 3.456 eV
SMILES = CCN(C)C(C)=O.Cc1ccc(O)cc1